No. 1
DFT (ωB97M-V with the def2-TZVPD basis set) results for a molecular structure, C34H34AsMnN10O2STe.

XYZ file:
```
84
Properties=species:S:1:pos:R:3:lowdin_spin:R:1
Mn -1.8272 -0.5216 -0.6021 3.03
N -3.9474 -2.0879 -2.7583 0.01
C -4.4624 -1.2417 -1.8275 0.01
N -5.7381 -1.1239 -1.5172 0.00
N -5.7793 -0.1699 -0.5697 0.01
N -4.6030 0.2684 -0.3163 0.00
N -3.7144 -0.3914 -1.1167 -0.02
C -2.5950 -2.1675 -2.9767 0.01
N -2.0157 -2.7987 -3.9597 0.00
N -0.6854 -2.5548 -3.7973 0.02
N -0.4704 -1.8185 -2.7734 0.00
N -1.6860 -1.5492 -2.2076 0.00
H -4.5622 -2.7051 -3.2615 0.00
C 4.8992 0.5683 -2.2428 0.00
C 3.5479 0.1914 -1.6852 0.01
C 3.3734 -0.9513 -0.9092 0.00
C 2.1497 -1.3238 -0.3634 0.01
C 2.0290 -2.6082 0.4193 0.00
O 0.9631 -3.1128 0.6886 0.01
C 3.2949 -3.2844 0.8704 0.00
C 3.4755 -4.6309 0.5743 0.00
C 4.6082 -5.2941 1.0244 0.00
C 5.5472 -4.6225 1.7974 0.00
C 5.3584 -3.2834 2.1133 0.00
C 4.2400 -2.6118 1.6405 0.00
C 1.0269 -0.5195 -0.6387 0.00
O -0.1583 -0.8113 -0.1168 0.12
C 1.1759 0.6374 -1.4209 0.01
C 2.4398 0.9732 -1.9219 0.00
C 0.0378 1.4936 -1.7170 0.01
N -1.2002 1.1579 -1.5213 -0.03
C -2.2955 2.1136 -1.7584 0.00
C -2.7068 2.7775 -0.4460 -0.01
Te -2.5731 1.3845 1.1744 -0.10
C -0.7082 2.1573 1.8462 -0.01
C 0.3991 1.3341 2.0159 0.00
C 1.6072 1.8814 2.4328 0.00
C 1.7032 3.2422 2.6941 0.00
C 0.5855 4.0566 2.5563 0.00
C -0.6205 3.5159 2.1338 0.00
C 0.3552 2.8556 -2.2483 0.00
C 0.8118 3.8145 -1.3497 0.00
C 1.1161 5.0913 -1.8037 0.00
C 0.9790 5.4027 -3.1508 0.00
C 0.5385 4.4366 -4.0468 0.00
C 0.2230 3.1623 -3.5980 0.00
H 5.6148 -0.2447 -2.1248 0.00
H 5.3010 1.4435 -1.7286 0.00
H 4.8343 0.8104 -3.3038 0.00
H 4.2280 -1.5942 -0.7388 0.00
H 2.7265 -5.1497 -0.0127 0.00
H 4.7547 -6.3389 0.7773 0.00
H 6.4245 -5.1458 2.1580 0.00
H 6.0848 -2.7629 2.7256 0.00
H 4.0935 -1.5645 1.8833 0.00
H 2.5490 1.8604 -2.5351 0.00
H -3.1297 1.5642 -2.1744 0.00
H -2.0036 2.8729 -2.4742 0.00
H -3.7287 3.1458 -0.4847 0.00
H -2.0275 3.5854 -0.1824 0.00
H 0.3290 0.2738 1.8208 0.00
H 2.4734 1.2414 2.5511 0.00
H 2.6452 3.6680 3.0170 0.00
H 0.6501 5.1140 2.7810 0.00
H -1.4900 4.1580 2.0338 0.00
H 0.9356 3.5596 -0.3008 0.00
H 1.4698 5.8384 -1.1031 0.00
H 1.2254 6.3961 -3.5035 0.00
H 0.4392 4.6743 -5.0983 0.00
H -0.1117 2.4007 -4.2949 0.00
C -3.3836 -3.8485 3.4627 -0.01
As -3.2795 -2.1061 2.6690 0.00
C -2.1233 -1.1257 3.8571 0.00
C -5.0561 -1.3838 2.7756 0.00
S -2.5047 -2.4735 0.7234 -0.08
H -3.8011 -3.7676 4.4632 0.00
H -2.3805 -4.2630 3.5051 0.00
H -4.0105 -4.4862 2.8461 0.00
H -2.4196 -1.3736 4.8753 0.00
H -2.1969 -0.0512 3.7109 0.00
H -1.1035 -1.4573 3.6761 0.00
H -5.3074 -1.2636 3.8295 0.00
H -5.7254 -2.1009 2.3064 0.00
H -5.1324 -0.4370 2.2533 0.00
```

Its energy above the lowest of the compared OMol25 structures with the same formula, charge and spin is 0.0 kcal/mol. Its net charge is +1. The LUMO energy (spin up / spin down) is -5.08 / -4.08 eV. The highest occupied orbital energy (spin up / spin down) comes out at -11.07 / -11.08 eV. Its spin multiplicity is 4.

=====

No. 2
DFT (ωB97M-V with the def2-TZVPD basis set) results for a molecular structure, C34H34BeIN3O2SSi at a distorted geometry.

XYZ file:
```
77
Properties=species:S:1:pos:R:3:mulliken_charge:R:1
Be 0.5809 -1.0408 0.4352 -1.88
C -1.2533 -3.3582 -2.9459 -0.97
C -1.3728 -3.7662 -1.5017 0.20
N -2.2963 -4.6570 -1.1206 -0.58
C -2.4571 -5.0314 0.1601 -0.75
C -1.6626 -4.5438 1.2202 0.01
C -2.2554 -4.8231 2.6325 -0.50
O -1.2231 -4.8750 3.6484 -0.49
C -0.6610 -3.5384 0.8752 -0.27
C 0.3618 -3.1678 1.7983 0.05
N 1.1482 -2.1079 1.6031 0.17
C 1.8710 -1.6816 2.7548 0.40
C 1.1847 -1.7974 3.9774 -0.19
C 1.7424 -1.1713 5.0882 -0.73
C 2.9863 -0.5556 5.0568 -0.73
C 3.7556 -0.7078 3.9035 -0.40
C 3.1741 -1.1123 2.7017 -0.38
I 4.2300 -0.6186 0.9511 0.10
C -0.6440 -2.9687 -0.4418 1.39
O -0.0479 -1.8326 -0.7119 -0.04
H -0.7543 -4.1497 -3.5245 0.29
H -2.2991 -3.2970 -3.2953 0.33
H -0.8417 -2.3782 -3.0591 0.11
H -3.2295 -5.7810 0.3742 0.31
H -3.0129 -4.0433 2.8539 0.30
H -2.7414 -5.8319 2.5513 0.36
H -1.6544 -5.0479 4.5041 0.30
H 0.5573 -3.8378 2.6345 1.13
H 0.2698 -2.3958 4.0706 0.45
H 1.3008 -1.3331 6.0752 0.39
H 3.3458 -0.0009 5.8986 0.48
H 4.8030 -0.4146 3.9282 0.35
N 0.4487 0.5226 0.4859 1.25
S 0.6871 0.6364 -3.5967 0.11
C -0.5089 1.8453 -3.9305 1.03
C -0.2563 3.1513 -4.2642 -0.56
C -1.3007 4.0796 -4.2903 -0.45
C -2.6211 3.6856 -4.0915 -0.72
C -2.8609 2.3473 -3.7933 -0.26
C -1.8445 1.4037 -3.7739 -0.96
C 2.2299 1.1466 -4.1828 0.08
C 2.3790 1.1739 -5.5440 -0.18
C 3.5695 1.6113 -6.1163 -0.49
C 4.6725 1.9246 -5.3057 -0.47
C 4.5397 1.7900 -3.9016 -0.50
C 3.3048 1.4490 -3.3316 -0.49
H 0.8229 0.7402 -0.4379 -0.10
H 0.7313 3.4884 -4.5083 0.42
H -1.0520 5.1416 -4.4659 0.32
H -3.4567 4.3347 -4.1873 0.43
H -3.8877 1.9711 -3.6037 0.33
H -2.1008 0.3647 -3.6702 0.42
H 1.5095 0.9291 -6.1910 0.36
H 3.5744 1.8030 -7.1908 0.35
H 5.6129 2.2542 -5.7680 0.36
H 5.3828 2.0425 -3.2607 0.37
H 3.0970 1.4206 -2.2686 0.49
C 1.1320 3.4266 1.3166 -1.16
Si -0.1261 2.0142 1.1955 0.18
C -1.5313 2.8898 0.1139 -1.28
C -1.2288 1.6595 2.6431 0.68
C -0.8641 1.8676 3.9583 -0.38
C -1.5994 1.2262 4.9594 -0.50
C -2.7515 0.5254 4.5980 -0.53
C -3.2485 0.5410 3.3021 -0.68
C -2.4583 1.1024 2.2868 -0.31
H 0.7418 4.0960 2.0818 0.36
H 1.2175 3.9686 0.3834 0.34
H 2.1062 3.0935 1.6433 0.29
H -2.0957 3.5164 0.8038 0.47
H -2.2255 2.1355 -0.2940 0.16
H -1.2215 3.6277 -0.6427 0.35
H 0.0016 2.5384 4.1737 0.25
H -1.1887 1.2119 5.9305 0.49
H -3.2168 -0.1085 5.3118 0.40
H -4.2075 0.0900 3.0604 0.40
H -2.8126 1.1870 1.2670 0.15
```

Its energy above the lowest of the compared OMol25 structures with the same formula, charge and spin is 0.0 kcal/mol. The LUMO energy is -0.80 eV. The highest occupied orbital energy comes out at -7.90 eV. Its spin multiplicity is 1.

=====

No. 3
DFT (ωB97M-V with the def2-TZVPD basis set) results for a molecular structure, C34H34BrGeN4O8Tc at a distorted geometry.

XYZ file:
```
83
Properties=species:S:1:pos:R:3:lowdin_spin:R:1
Tc -11.7517 -2.0585 16.8878 1.73
Br -17.7906 -4.5519 20.5807 0.00
C -16.2109 -3.8576 19.8783 0.00
C -16.0547 -2.4937 20.0502 0.00
C -14.8580 -1.9087 19.6659 0.00
C -13.8677 -2.6633 19.1211 0.01
C -14.0476 -4.0524 18.8501 0.00
C -15.2317 -4.6662 19.2528 0.00
N -12.6103 -2.0258 18.7743 0.02
C -12.0782 -1.1848 19.6359 -0.02
C -10.9521 -0.3422 19.2505 0.01
C -10.2636 0.4765 20.1183 -0.01
C -9.0066 1.0018 19.7103 0.01
C -8.5919 0.7682 18.4101 -0.01
C -9.3731 -0.0178 17.5914 0.01
N -10.5223 -0.5524 17.9385 0.01
H -16.8356 -1.9151 20.5288 0.00
H -14.5964 -0.8345 19.8305 0.00
H -13.2251 -4.5823 18.4622 0.00
H -15.3242 -5.7173 19.1367 0.00
H -12.5514 -1.1989 20.5876 0.00
H -10.6062 0.6789 21.1038 0.00
H -8.3328 1.5272 20.3698 0.00
H -7.6114 1.0707 18.0650 0.00
H -9.1229 -0.1802 16.5370 0.00
O -20.3391 2.1175 12.9469 0.00
C -20.7685 2.8151 13.7457 0.00
O -21.1681 3.6328 14.4614 0.00
C -15.5787 0.2314 15.5288 0.72
C -14.5972 1.1038 15.9808 0.10
C -13.4624 0.5024 16.2853 0.04
N -13.3588 -0.8701 16.2186 -0.03
C -14.4395 -1.6642 15.9462 0.04
C -15.6468 -1.1404 15.4430 0.09
C -14.0746 -3.0827 15.9817 0.02
O -14.8670 -3.9161 15.5778 0.05
O -12.8127 -3.3966 16.2082 0.12
H -14.6195 2.1886 16.0075 0.01
H -12.5892 1.0409 16.6901 0.01
H -16.4843 -1.6970 14.9986 0.01
O -6.9734 -2.3916 11.5972 0.00
C -8.1394 -2.0062 11.4796 0.00
O -8.7445 -1.4536 10.5191 0.00
C -9.0450 -2.0376 12.7728 0.01
C -10.0180 -1.0676 12.8731 0.00
C -10.7268 -0.9836 14.0948 0.01
N -10.6003 -1.8820 15.1000 0.00
C -9.6381 -2.8358 14.9643 0.01
C -8.7818 -2.8262 13.8853 0.00
C -9.4095 -3.7704 16.1133 0.00
O -8.5270 -4.5621 16.1794 0.01
O -10.2457 -3.5835 17.2062 0.01
H -10.1149 -0.3478 12.0391 0.00
H -11.4556 -0.1911 14.2294 0.00
H -7.9975 -3.5939 13.8051 0.00
C -5.1935 -4.0271 20.5630 0.00
C -6.4305 -3.6894 21.3710 0.00
C -7.6999 -4.1617 20.6654 0.00
C -8.0054 -3.6039 19.3190 0.00
Ge -9.6090 -4.5295 18.7842 0.00
C -9.5367 -6.4214 18.4199 0.00
C -10.2031 -7.2850 19.5050 0.00
C -11.0776 -6.5896 20.5440 0.00
C -11.9031 -7.5481 21.4535 0.00
H -4.2900 -3.7436 21.1875 0.00
H -5.1130 -3.5295 19.5864 0.00
H -5.0862 -5.0899 20.4803 0.00
H -6.4846 -2.6207 21.5820 0.00
H -6.4010 -4.2409 22.4059 0.00
H -8.5264 -3.8185 21.3226 0.00
H -7.5980 -5.2055 20.5991 0.00
H -7.2166 -3.7202 18.5871 0.00
H -8.1984 -2.5317 19.3423 0.00
H -10.7643 -4.0278 19.7154 0.00
H -8.5411 -6.7072 18.1253 0.00
H -10.0763 -6.5015 17.4619 0.00
H -9.4542 -7.8577 20.0022 0.00
H -10.8935 -7.9515 18.9917 0.00
H -11.7868 -5.9217 20.0072 0.00
H -10.5149 -5.9104 21.1983 0.00
H -12.6582 -8.0347 20.8877 0.00
H -12.2102 -7.0694 22.3807 0.00
H -11.2593 -8.3058 21.7942 0.00
```

Its energy above the lowest of the compared OMol25 structures with the same formula, charge and spin is 0.0 kcal/mol. Its net charge is +1. The LUMO energy (spin up / spin down) is -4.97 / -5.10 eV. The highest occupied orbital energy (spin up / spin down) comes out at -9.75 / -9.74 eV. Its spin multiplicity is 4.